Entry from the Open Molecules 2025 dataset: a molecular structure, C37H90F14N15O39S10 at a distorted geometry (ωB97M-V/def2-TZVPD).

Each line ends with the Mulliken charge.
Cartesian coordinates (Å):
C: -7.36554 -6.94042 2.11019  -0.969
C: -7.92317 -5.55544 2.01562  0.477
O: -8.59405 -5.14535 1.14814  -0.374
N: -7.23899 -4.63308 3.04682  0.414
H: -6.59043 -5.23764 3.50282  0.081
H: -6.89091 -3.84325 2.56993  0.163
C: -8.17561 -4.21727 4.09817  -0.929
H: -6.79989 -7.16898 1.25059  0.350
H: -8.15718 -7.62812 2.13550  0.343
H: -6.70295 -7.19109 2.94102  0.345
H: -9.02643 -3.64243 3.77460  0.381
H: -7.56144 -3.76724 4.90527  0.274
H: -8.49504 -5.11793 4.60772  0.450
C: -2.81055 0.30543 1.88325  1.043
C: -3.29917 1.14886 3.06815  0.082
O: -2.74714 1.44779 4.07949  -0.495
N: -4.72089 1.75973 2.80570  0.316
H: -4.67438 2.11191 1.83633  -0.196
H: -5.48323 1.02979 2.70092  0.534
C: -5.07514 2.88096 3.71547  -0.846
H: -3.62529 -0.11352 1.31473  0.364
H: -2.01832 -0.32719 2.29641  -0.432
H: -2.44297 1.01074 1.15622  -0.338
H: -5.01373 2.52497 4.71855  0.368
H: -6.09816 3.20685 3.42537  0.334
H: -4.35938 3.67302 3.67713  0.307
C: 4.70121 7.84280 6.16620  -1.011
C: 3.71948 6.95448 5.42686  0.687
O: 3.91470 6.56816 4.23759  -0.650
N: 2.59138 6.56469 6.11225  -0.175
H: 2.59281 6.73821 7.10050  0.244
H: -2.53604 4.51760 1.28822  0.326
C: 1.34563 6.32457 5.47208  -0.907
H: 4.65363 8.79886 5.70969  0.279
H: 5.78909 7.53116 6.07357  0.241
H: 4.44131 7.97656 7.24678  0.394
H: 1.28507 5.48097 4.88925  0.275
H: 1.18887 7.18992 4.80165  0.300
H: 0.43076 6.36342 6.13077  0.344
C: -1.73782 -1.33282 -5.72757  -0.992
C: -1.27571 0.00534 -6.20477  0.600
O: -1.43105 1.10645 -5.81279  -0.495
N: -0.58834 -0.04741 -7.53831  -0.062
H: 0.20804 0.54876 -7.51887  0.400
H: -0.25263 -1.00596 -7.69958  0.381
C: -1.59700 0.50846 -8.60044  -0.861
H: -0.83042 -1.83986 -5.41848  0.227
H: -2.12322 -1.93507 -6.57640  0.468
H: -2.42237 -1.30458 -4.88459  0.176
H: -1.98762 1.39869 -8.19356  0.332
H: -2.40484 -0.28353 -8.78346  0.305
H: -1.02424 0.62999 -9.46642  0.449
C: 5.32842 -2.14760 0.51247  -1.241
C: 4.73863 -0.79783 0.15566  0.620
O: 4.65928 -0.47122 -1.04087  -0.934
N: 4.23109 -0.02552 1.15976  0.195
H: 4.76079 2.17536 1.32146  0.342
H: 3.51052 0.57324 0.76048  0.239
C: 3.77373 -0.59563 2.37263  -1.097
H: 6.00535 -1.93131 1.32168  0.470
H: 5.73681 -2.63357 -0.35936  0.391
H: 4.48207 -2.79867 0.80023  0.115
H: 3.32410 -1.58508 2.22679  0.092
H: 2.98947 -0.04102 2.85072  0.248
H: 4.55296 -0.82786 3.05256  0.562
C: 2.22881 -2.30264 -3.29665  -1.257
C: 2.58582 -0.90284 -3.84047  0.319
O: 1.88057 -0.31282 -4.59925  -0.315
N: 3.83731 -0.31838 -3.50187  1.249
H: 3.86071 -0.16056 -2.48558  0.086
H: 4.53792 -1.06154 -3.65703  0.592
C: 4.31359 0.93471 -4.22867  -0.808
H: 2.58205 -2.65068 -2.29105  -0.176
H: 2.63708 -2.99765 -4.01447  0.511
H: 1.15677 -2.29473 -3.42881  0.291
H: 3.53398 1.09086 -5.00503  0.158
H: 5.18429 0.65900 -4.75847  0.497
H: 4.39692 1.82525 -3.58018  0.208
C: -6.36405 4.98350 -5.30185  -0.775
C: -6.44314 3.58387 -5.59439  0.752
O: -6.75615 3.02192 -6.60966  -0.490
N: -6.08848 2.73086 -4.35866  0.722
H: -5.11055 2.98880 -3.99352  0.161
H: -6.84449 2.93947 -3.63871  0.417
C: -6.00946 1.22696 -4.53240  -0.383
H: -5.54904 5.08623 -4.48979  0.163
H: -7.36036 5.20478 -4.91504  0.312
H: -6.14937 5.59572 -6.14662  0.370
H: -5.44434 0.79129 -3.71676  -0.199
H: -5.47794 0.99436 -5.49645  0.257
H: -7.02763 0.80935 -4.58070  0.411
C: 0.58750 3.52951 -4.41868  -0.487
C: 1.44474 3.24353 -3.28111  0.441
O: 2.53959 2.82650 -3.17885  -0.521
N: 0.80651 3.53307 -2.00312  2.429
H: -0.20224 3.64963 -1.99692  0.146
H: 1.07303 2.79752 -1.34559  -1.196
C: 1.50655 4.89019 -1.59994  -0.997
H: 0.16611 4.56100 -4.42234  0.276
H: -0.22778 2.79229 -4.36568  -0.425
H: 1.20464 3.34525 -5.33894  0.522
H: 1.34642 5.48843 -2.46904  0.442
H: 2.50949 4.61542 -1.33286  0.321
H: 0.88676 5.16669 -0.79448  0.266
C: 5.27038 -7.87205 -1.31407  -1.002
C: 5.79507 -7.22429 -0.14315  0.772
O: 6.70712 -6.42350 -0.08796  -0.482
N: 5.01649 -7.51274 1.08327  0.130
H: 4.17639 -6.79790 1.08359  0.208
H: 4.55664 -8.45318 0.99584  0.460
C: 5.78069 -7.45677 2.39842  -0.873
H: 5.37232 -7.16450 -2.10666  0.327
H: 4.18095 -7.97256 -1.16434  0.247
H: 5.63009 -8.87978 -1.59202  0.332
H: 5.11329 -7.87956 3.19647  0.358
H: 6.08075 -6.46338 2.63357  0.318
H: 6.65012 -8.13283 2.43094  0.361
C: -0.11998 -2.22675 3.74634  0.541
C: 0.54803 -3.11947 4.77623  0.240
O: 1.71762 -3.22937 4.92475  -0.457
N: -0.34285 -4.34544 5.36866  -0.225
H: -1.23703 -4.04002 5.81551  0.500
H: -0.66663 -4.79623 4.48753  0.426
C: 0.42186 -5.35772 6.21682  -0.862
H: -0.00160 -2.52337 2.71970  0.141
H: 0.24498 -1.13917 3.93545  0.248
H: -1.14476 -2.24478 3.96439  -0.462
H: 1.17331 -5.84447 5.59838  0.351
H: -0.27487 -5.97326 6.79101  0.309
H: 0.93981 -4.77497 6.97015  0.395
C: 6.53811 6.96398 2.46566  -0.741
C: 7.16490 5.85029 3.21552  0.755
O: 8.29551 5.48817 3.30610  -0.427
N: 6.07107 4.92025 3.82983  0.605
H: 5.31102 5.40093 4.36122  0.052
H: 5.55771 4.49658 3.07008  -0.120
C: 6.78663 3.89034 4.65391  -0.882
H: 7.31766 7.73477 2.13781  0.349
H: 5.79966 7.47856 3.07803  0.174
H: 6.03697 6.60909 1.56416  0.202
H: 7.57327 3.38233 4.03374  0.374
H: 6.02611 3.18156 4.96141  0.357
H: 7.39704 4.39291 5.40484  0.365
C: -0.13732 -1.00217 -0.50337  -0.446
F: -0.76314 -1.05387 -1.71117  -0.083
F: -1.05763 -1.11183 0.45424  0.084
F: 0.75387 -1.95235 -0.53739  0.244
S: 0.82916 0.65191 -0.31938  0.875
O: 1.61767 0.71501 -1.55416  -1.584
O: -0.15866 1.74043 -0.18149  1.055
O: 1.60700 0.44221 0.87858  -0.905
C: 1.09967 -5.76699 -0.52188  0.574
F: 1.66446 -6.61269 -1.32771  -0.205
F: 0.45659 -4.87789 -1.25609  -0.108
F: 0.23244 -6.43493 0.34476  -0.237
S: 2.32209 -4.99951 0.55566  1.026
O: 2.86308 -6.14010 1.32512  -0.902
O: 3.34812 -4.35123 -0.24190  -0.683
O: 1.51718 -4.13550 1.34224  -0.646
N: -3.44622 2.75828 -3.45063  -0.599
S: -2.85239 1.34821 -2.68384  0.455
O: -3.27571 0.24051 -3.43828  -0.593
O: -3.26807 1.58208 -1.34508  0.033
F: -1.33193 1.50757 -2.76762  0.324
S: -2.83711 4.20450 -3.21655  0.851
O: -1.77484 4.37610 -2.29603  -0.718
O: -3.97942 5.10193 -3.17156  -0.757
F: -2.07935 4.45093 -4.62068  -0.337
N: -3.13378 -3.71308 5.34619  -0.495
S: -3.64723 -5.12910 4.94334  1.268
O: -5.02969 -5.41208 5.22487  -0.685
O: -2.68547 -6.08933 5.29476  -0.611
F: -3.54671 -5.23253 3.34141  -0.286
S: -3.98203 -2.43407 5.19512  1.069
O: -4.87558 -2.34544 4.03688  -0.478
O: -3.16733 -1.28421 5.46146  -0.617
F: -5.02535 -2.68061 6.40239  -0.313
N: 3.42236 -1.74866 -6.61425  -0.095
S: 4.66398 -2.68854 -6.28132  1.047
O: 4.40781 -4.01911 -6.61466  -0.603
O: 5.14730 -2.39574 -4.96949  -0.613
F: 5.78255 -2.16666 -7.27772  -0.235
S: 2.45965 -1.50342 -7.75370  1.157
O: 2.31475 -0.07909 -8.02636  -0.730
O: 1.14830 -2.12980 -7.55210  -0.796
F: 3.11329 -2.04749 -9.09169  -0.227
N: -6.17839 0.77405 0.33721  -0.208
S: -6.34318 2.15727 -0.33800  0.880
O: -6.41268 2.37824 -1.73326  -0.567
O: -5.50710 2.99628 0.41445  -0.750
F: -7.83373 2.42669 0.10081  -0.312
S: -6.40220 -0.65080 -0.27337  0.789
O: -6.45444 -1.65173 0.70110  -0.472
O: -5.73546 -0.87549 -1.46644  -0.502
F: -7.89225 -0.52467 -0.71951  -0.303
O: 3.58788 4.94480 1.37230  -0.345
C: 3.52429 3.67373 1.14383  0.136
O: 2.56411 3.04706 0.74050  0.399
O: 4.75336 3.09485 1.54287  -0.566
H: 2.74567 5.35270 1.19544  0.344
O: -0.36204 2.68117 2.23172  -0.499
C: -0.87382 3.60033 1.35709  0.210
O: -0.28892 4.29884 0.55002  -0.634
O: -2.18005 3.73336 1.67891  -0.206
H: 0.50271 2.35170 1.99335  0.154

The charge is +3.

Entry from the Open Molecules 2025 dataset: a molecular structure, C37H91BaN6O15 at a distorted geometry (ωB97M-V/def2-TZVPD).

Each line ends with the Mulliken charge.
Cartesian coordinates (Å):
Ba: -5.51648 -16.05154 5.03410  1.899
O: -9.58921 -17.86879 2.79814  0.480
C: -8.89727 -17.72636 3.88496  -0.820
O: -7.68336 -17.47782 3.78940  -0.352
O: -9.42983 -17.81106 5.00457  -0.339
H: -8.80072 -17.74141 2.26554  -0.035
C: -6.67816 -19.09165 0.42250  -0.572
O: -6.56578 -17.67813 0.49182  -0.382
C: -5.47452 -17.06632 1.25350  0.240
C: -5.87651 -15.59852 1.49997  -0.507
N: -5.04022 -15.00221 2.49232  -0.042
C: -5.33473 -13.58169 2.67887  -1.017
C: -6.77692 -13.29925 3.14078  -0.570
O: -7.32234 -14.25459 4.02378  0.052
C: -8.63329 -13.93972 4.45642  -0.520
H: -5.80519 -19.57871 -0.01200  0.381
H: -7.49272 -19.26720 -0.28018  0.211
H: -6.92743 -19.54007 1.38420  0.064
H: -4.47323 -17.19866 0.84361  0.647
H: -5.36326 -17.54765 2.22512  -0.510
H: -6.93148 -15.60502 1.77400  0.069
H: -5.88878 -15.13430 0.51384  0.363
H: -4.04334 -15.08510 2.35282  0.253
H: -5.14328 -13.08688 1.72671  0.401
H: -4.58538 -13.14371 3.33822  0.366
H: -7.36561 -13.37675 2.22670  0.465
H: -6.76089 -12.26593 3.48732  0.374
H: -8.84981 -12.96577 4.89535  0.431
H: -8.81274 -14.56601 5.33030  -0.314
H: -9.34150 -14.18274 3.66428  0.348
C: -9.35668 -20.85704 5.77720  0.027
O: -9.44199 -22.06504 6.55717  -0.368
C: -8.23105 -22.50995 7.11270  -0.404
C: -8.46407 -23.95200 7.69153  -0.489
N: -7.51896 -24.22941 8.80242  -0.353
C: -7.49348 -25.60872 9.32005  -0.840
C: -6.76079 -26.54991 8.36539  -0.525
O: -5.50488 -26.02332 7.87306  -0.324
C: -4.76692 -26.82373 6.92847  -0.728
H: -10.22417 -20.62012 5.16121  0.331
H: -8.55684 -20.98202 5.04732  0.144
H: -9.24635 -19.98598 6.42309  -0.295
H: -7.88200 -21.84434 7.90214  0.181
H: -7.39598 -22.60774 6.41901  0.277
H: -8.26240 -24.62602 6.85899  0.257
H: -9.46342 -24.13679 8.08555  0.334
H: -6.57422 -24.12024 8.46232  0.314
H: -8.44599 -26.04688 9.61808  0.380
H: -6.85404 -25.70789 10.19721  0.342
H: -7.44548 -26.72815 7.53623  0.336
H: -6.70278 -27.52606 8.84691  0.481
H: -4.59750 -27.82218 7.33159  0.298
H: -3.79900 -26.32559 6.87308  0.236
H: -5.28132 -26.92411 5.97274  0.292
C: -14.18455 -14.34775 -6.99287  -0.737
O: -13.61268 -14.21280 -5.67149  -0.344
C: -14.46120 -13.61098 -4.73555  -0.772
C: -14.08787 -13.59970 -3.27403  -0.540
N: -14.16807 -15.00475 -2.75620  -0.303
C: -13.60182 -15.02011 -1.37666  -0.666
C: -13.47248 -16.47842 -0.86364  -0.550
O: -12.72677 -16.45577 0.37170  -0.176
C: -12.33600 -17.72651 0.82681  -0.523
H: -13.36022 -14.60459 -7.65815  0.246
H: -14.60097 -13.38886 -7.30144  0.311
H: -15.07038 -14.97351 -7.10168  0.314
H: -15.41260 -14.14275 -4.72320  0.367
H: -14.79549 -12.65056 -5.12792  0.521
H: -14.84177 -13.02665 -2.73427  0.335
H: -13.10941 -13.12058 -3.23977  0.365
H: -13.68988 -15.60650 -3.41142  0.247
H: -14.24836 -14.39695 -0.75880  0.257
H: -12.65663 -14.47723 -1.38106  0.305
H: -13.04061 -17.10260 -1.64593  0.357
H: -14.46764 -16.80505 -0.56187  0.342
H: -11.87547 -17.75415 1.81435  -0.277
H: -11.70319 -18.23576 0.09995  0.500
H: -13.18839 -18.39031 0.97139  0.407
C: -15.24127 -16.13764 2.99395  -0.585
O: -14.24064 -16.81407 3.80634  -0.321
C: -13.06662 -16.05326 4.07194  -0.807
C: -12.24643 -16.53329 5.29993  0.260
N: -12.99667 -16.48132 6.55652  -0.334
C: -12.17441 -16.93737 7.69047  -0.689
C: -11.88717 -18.44737 7.73652  0.140
O: -11.39281 -18.75846 9.06787  -0.455
C: -10.91520 -20.12024 9.17739  -0.704
H: -15.55372 -15.22183 3.49572  0.364
H: -16.13066 -16.75549 2.87005  0.269
H: -14.87600 -15.92353 1.98955  0.042
H: -13.34123 -15.03088 4.33160  0.533
H: -12.42018 -15.97453 3.19786  0.316
H: -11.28589 -16.01895 5.33029  -0.103
H: -12.01351 -17.57583 5.08321  0.004
H: -13.86214 -16.95690 6.34465  0.380
H: -12.68636 -16.79094 8.64156  0.453
H: -11.28355 -16.32215 7.81691  -0.071
H: -11.14409 -18.77626 7.01003  -0.049
H: -12.81987 -18.98198 7.55658  0.456
H: -11.55059 -20.81458 8.62762  0.321
H: -10.99482 -20.46417 10.20863  0.423
H: -9.87193 -20.33800 8.94877  0.125
C: -4.73213 -19.54745 3.91608  -0.799
O: -4.90126 -18.82010 5.07893  -0.349
C: -5.85112 -19.50131 5.89271  -0.073
C: -6.30156 -18.69339 7.16210  -1.033
N: -7.03345 -17.47725 6.84844  0.263
C: -7.39243 -16.83459 8.15016  -0.868
C: -8.35697 -15.67631 7.84251  0.842
O: -7.76156 -14.50031 7.43038  -0.247
C: -7.04564 -13.77902 8.43566  -0.900
H: -3.91980 -19.15715 3.30299  0.332
H: -5.57563 -19.69114 3.24083  0.189
H: -4.48114 -20.57973 4.16004  0.409
H: -5.34963 -20.37543 6.30806  0.553
H: -6.67912 -19.81845 5.25872  -0.100
H: -5.53304 -18.42264 7.88610  0.564
H: -6.88184 -19.35160 7.80873  0.345
H: -7.85798 -17.66159 6.29503  -0.191
H: -6.42911 -16.54244 8.56817  0.396
H: -7.90548 -17.52918 8.81532  0.346
H: -8.95134 -15.46138 8.73056  0.566
H: -9.08457 -15.89915 7.06211  -1.104
H: -7.77837 -13.23226 9.02918  0.325
H: -6.59862 -12.96804 7.86070  0.305
H: -6.31066 -14.33406 9.01861  0.333
C: -10.23875 -20.80081 1.78625  -0.213
O: -10.56868 -22.03886 1.22657  -0.386
C: -10.92831 -23.03836 2.16376  -0.509
C: -11.46681 -24.20177 1.31833  -0.564
N: -10.40979 -24.88139 0.57727  -0.409
C: -10.92644 -26.03551 -0.18098  -0.894
C: -11.92386 -25.76606 -1.34297  -0.519
O: -11.29180 -24.78153 -2.15089  -0.324
C: -12.24199 -24.40079 -3.15400  -0.800
H: -9.59578 -20.88334 2.66254  0.028
H: -11.15457 -20.34629 2.16415  0.202
H: -9.82047 -20.28476 0.92207  0.153
H: -11.66605 -22.65840 2.87048  0.410
H: -10.05606 -23.43710 2.68174  0.246
H: -12.19459 -23.82956 0.59729  0.275
H: -11.98412 -24.80822 2.06178  0.407
H: -10.12606 -24.20752 -0.11951  0.314
H: -11.36230 -26.82905 0.42601  0.411
H: -9.99137 -26.31804 -0.66463  0.385
H: -12.84866 -25.45933 -0.85433  0.360
H: -12.04057 -26.66444 -1.94909  0.498
H: -12.30031 -25.22654 -3.86311  0.315
H: -11.91707 -23.55122 -3.75463  0.274
H: -13.24126 -24.14075 -2.80479  0.316

The energy above the lowest of the compared OMol25 structures with the same formula, charge and spin is 1.050 eV. The charge is +1.

Number 1: highest occupied orbital energy -14.3 eV, orbital gap 9.30 eV. Number 2: highest occupied orbital energy -9.8 eV, orbital gap 6.27 eV.